(1)
Here is a cluster of 2 separate species, C10H13NO2S in total at a distorted geometry from OMol25. Energies are from the ωB97M-V functional and the def2-TZVPD basis.

Properties
HOMO-LUMO gap: 7.786 eV
maximum force: 0.0765 Eh/bohr
energy above the lowest of the compared OMol25 structures with the same formula, charge and spin: 142.2 kcal per mole
HOMO energy: -7.411 eV
energy: -992.0728 hartree
LUMO level: 0.4 eV

```
! wB97M-V def2-TZVPD RIJCOSX def2/J DEFGRID3
* xyz 0 1
C -1.3552 -2.7743 -0.3306
C -1.0104 -2.4161 -1.5654
C -1.8875 -1.9898 0.6835
C -1.1668 -0.9584 -1.9672
C -1.9908 -0.6905 0.4825
C -1.7266 -0.1760 -0.8265
C -1.7701 1.1080 -1.1003
C 1.0857 0.1481 2.7580
C 2.1956 3.0477 -0.0698
C 1.3844 0.4257 0.4290
N 1.4256 0.8809 1.6180
O -1.7134 2.1722 -1.5847
O 1.7108 1.1388 -2.1500
S 1.1812 1.6985 -0.8650
H -1.1624 -3.7792 0.1095
H -0.6825 -3.0591 -2.3602
H -2.0549 -2.5194 1.5770
H -1.6779 -0.9889 -3.0099
H -2.1158 0.0988 1.0973
H 0.0347 0.3308 3.2272
H 1.3369 -0.8957 2.5963
H 1.7794 0.3938 3.5498
H 3.1632 2.9600 -0.6373
H 2.3189 2.7562 0.9844
H 1.7958 4.0146 -0.3794
H 1.1118 -0.5130 0.0428
H -0.2098 -0.4138 -2.3088
*
```

---

(2)
Here is a structure of composition C5H13NO at a distorted geometry from OMol25. Energies are from the ωB97M-V functional and the def2-TZVPD basis.

Properties
HOMO-LUMO gap (alpha / beta): 8.831 / 6.257 eV
maximum force: 0.1152 Eh/bohr
energy above the lowest of the compared OMol25 structures with the same formula, charge and spin: 142.6 kcal per mole
HOMO energy (alpha / beta): -14.898 / -14.890 eV
energy: -327.7880 hartree
LUMO level (alpha / beta): -6.1 / -8.6 eV

```
! wB97M-V def2-TZVPD RIJCOSX def2/J DEFGRID3
* xyz 1 2
C -0.3592 -1.6176 -1.7434
N -1.4752 -1.4076 -0.7609
C -0.9988 -0.7062 0.3723
C -0.1627 0.3513 0.0786
C 0.6091 3.7377 2.1961
O 0.9813 0.8469 0.7155
C 0.9856 -2.0930 -1.1721
H -0.7573 -2.3670 -2.4828
H -0.1818 -0.6784 -2.4152
H -2.1757 -0.7991 -1.2881
H -0.9395 -1.3204 1.3636
H 0.2551 3.4014 1.1624
H -0.1891 0.9068 -0.8390
H 1.2278 2.8889 2.5716
H 1.2117 4.6995 2.1307
H -0.2906 3.9273 2.7628
H -0.0778 0.8757 1.2989
H 0.8620 -3.0734 -0.7947
H 1.8041 -1.9447 -1.9565
H 1.2837 -1.4720 -0.3009
*
```

---

(3)
Here is an isolated molecule of C3H5N3 at a distorted geometry from OMol25. Energies are from the ωB97M-V functional and the def2-TZVPD basis.

Properties
HOMO-LUMO gap: 8.523 eV
maximum force: 0.0203 Eh/bohr
energy above the lowest of the compared OMol25 structures with the same formula, charge and spin: 95.8 kcal per mole
HOMO energy: -8.448 eV
energy: -281.4374 hartree
LUMO level: 0.1 eV

```
! wB97M-V def2-TZVPD RIJCOSX def2/J DEFGRID3
* xyz 0 1
H 3.6473 -0.2686 -0.1678
N 2.6345 -0.2809 -0.0190
N 2.2242 0.8970 -0.1718
C 0.8567 0.9583 0.0183
C 0.1564 -0.1790 0.1249
N -0.6884 -1.0151 0.2979
C -2.0488 -0.5993 -0.0465
H 0.3407 1.8911 0.2185
H -2.2890 0.1252 0.7429
H -2.1059 -0.0854 -1.0149
H -2.7276 -1.4434 0.0175
*
```

---

(4)
Here is a structure of composition C38H27Cl3IN2O3PS2Y at a distorted geometry from OMol25. Energies are from the ωB97M-V functional and the def2-TZVPD basis.

Properties
HOMO-LUMO gap (alpha / beta): 4.716 / 4.539 eV
maximum force: 0.0729 Eh/bohr
HOMO energy (alpha / beta): -10.207 / -10.196 eV
energy: -4653.5693 hartree
LUMO level (alpha / beta): -5.5 / -5.7 eV

```
! wB97M-V def2-TZVPD RIJCOSX def2/J DEFGRID3
* xyz 1 1
Y -0.4039 1.1715 -1.6339
Cl 5.1545 4.9535 -4.7358
C 3.7927 4.4972 -3.8023
C 3.7446 3.2209 -3.2431
C 2.6073 2.9012 -2.4978
Cl 2.4590 1.1927 -1.8620
C 1.4121 3.6933 -2.5439
O 0.2460 3.1397 -2.2816
C 1.5330 5.0471 -3.0113
Cl 0.3359 6.2593 -2.8109
C 2.7363 5.3697 -3.5697
H 4.5660 2.5093 -3.3959
H 2.7509 6.4173 -3.8571
I -2.5833 0.9580 0.3222
C -0.8602 2.3158 2.1232
C -1.3109 3.5695 1.8720
C -1.8935 4.3235 2.9486
C -2.0355 3.7282 4.1975
C -1.5453 2.4480 4.5011
C -1.6225 1.8218 5.7731
C -1.0046 0.6172 5.9771
C -0.4758 -0.0906 4.9128
C -0.5333 0.3599 3.5890
P -0.0365 -0.5683 2.1320
C 1.5544 -1.1897 2.5103
C 1.8687 -2.5775 2.3862
C 2.8944 -3.1117 3.1651
C 3.7052 -2.3193 3.9020
C 3.6215 -0.9180 3.8659
C 2.5033 -0.3622 3.2344
C -1.1086 -2.1381 2.3498
C -2.0827 -2.3875 1.3654
C -3.0663 -3.3433 1.6030
C -3.0328 -4.1316 2.7939
C -1.9841 -3.9396 3.6960
C -1.0050 -2.9711 3.4866
C -0.9232 1.7111 3.3910
H -1.1745 4.0139 0.9014
H -2.3893 5.2158 2.6539
H -2.5043 4.1941 5.0508
H -2.2190 2.2867 6.6303
H -1.0105 0.2289 7.0312
H 0.1218 -0.9583 5.1453
H 1.2226 -3.2224 1.7835
H 3.1435 -4.1578 3.1435
H 4.6032 -2.7357 4.3658
H 4.2988 -0.2793 4.4286
H 2.2680 0.7003 3.2748
H -2.0800 -1.9053 0.3856
H -3.7662 -3.4099 0.7669
H -3.7672 -4.9080 3.0330
H -2.0492 -4.4972 4.6348
H -0.2419 -2.9042 4.2443
O 1.7404 -2.8840 -1.1618
C 1.0465 -3.5983 -2.0982
C 1.4559 -4.8812 -2.3003
C 0.9483 -5.6419 -3.3831
C -0.0450 -5.1550 -4.2015
C -0.6387 -3.9134 -3.8474
C 0.0065 -3.0816 -2.9576
C -0.4536 -1.6791 -2.8438
O 0.0427 -1.0383 -1.7495
N -1.2056 -1.0952 -3.7520
N -1.4783 0.2115 -3.3541
C -2.0791 1.0932 -4.1748
S -2.8229 2.4847 -3.4282
C -2.3182 3.5987 -4.7105
C -1.7715 2.9104 -6.0029
S -1.4795 1.1877 -5.8448
H 1.2280 -2.0199 -1.2675
H 2.1660 -5.3525 -1.6144
H 1.3922 -6.5626 -3.6567
H -0.3962 -5.7274 -5.0686
H -1.5474 -3.5586 -4.3589
H -1.5989 4.3165 -4.3448
H -3.2611 4.0394 -5.0488
H -0.8671 3.4168 -6.3041
H -2.4974 3.0913 -6.8519
*
```

---

(5)
Here is a cluster of 2 separate species, C8H10FN in total at a distorted geometry from OMol25. Energies are from the ωB97M-V functional and the def2-TZVPD basis.

Properties
HOMO-LUMO gap (alpha / beta): 6.666 / 8.831 eV
maximum force: 0.0259 Eh/bohr
energy above the lowest of the compared OMol25 structures with the same formula, charge and spin: 80.3 kcal per mole
HOMO energy (alpha / beta): -7.489 / -7.959 eV
energy: -465.3443 hartree
LUMO level (alpha / beta): -0.8 / 0.9 eV

```
! wB97M-V def2-TZVPD RIJCOSX def2/J DEFGRID3
* xyz 0 1
C 3.0882 0.3944 -0.4634
C 2.2345 1.4856 -0.3600
C 2.6661 -0.8544 -0.0239
C 0.9847 1.3410 0.1966
C 1.4030 -1.0217 0.4943
C 0.5316 0.0790 0.6435
C -3.1514 -1.1048 -0.3091
C -2.5115 0.2159 -0.4670
N -0.6603 -0.1429 1.2244
F -3.1138 1.2730 0.0751
H 4.0740 0.5193 -0.8852
H 2.5603 2.4547 -0.7111
H 3.3403 -1.6973 -0.0869
H 0.3195 2.1907 0.2777
H 1.0699 -1.9832 0.8516
H -2.6316 -1.6935 0.4484
H -4.1857 -0.9840 0.0123
H -3.1137 -1.6597 -1.2459
H -1.8379 0.4747 -1.2664
H -1.0662 0.7134 1.5950
*
```

---

(6)
Here is a structure of composition C12H43N7O3P2SSi2 at a distorted geometry from OMol25. Energies are from the ωB97M-V functional and the def2-TZVPD basis.

Properties
HOMO-LUMO gap: 8.619 eV
maximum force: 0.1262 Eh/bohr
HOMO energy: -8.056 eV
energy: -2751.9782 hartree
LUMO level: 0.6 eV

```
! wB97M-V def2-TZVPD RIJCOSX def2/J DEFGRID3
* xyz 0 1
N 0.4740 -1.1977 0.5329
Si 1.9330 -1.1500 -0.4082
O 2.1087 0.3268 -1.1656
Si 1.8687 0.4887 -2.7889
S 3.6873 0.4624 -3.8945
H -0.3224 -0.9250 -0.0332
H 0.5817 -0.5229 1.2826
H 3.0341 -1.2310 0.5677
H 1.9952 -2.2571 -1.3790
H 1.3263 1.8361 -3.0191
H 0.8942 -0.4873 -3.3164
H 3.9379 -0.8530 -3.8906
O 1.8640 -4.6914 1.5795
P 1.2468 -5.2042 2.8231
N 1.8888 -4.1811 4.0264
C 2.0842 -4.5351 5.4143
C 1.6610 -2.7560 3.8297
N 1.9306 -6.7983 2.9089
C 3.0810 -7.0750 3.7513
C 2.1032 -7.4003 1.5911
N -0.1745 -5.6639 3.5708
C -1.2242 -4.6519 3.6791
C -0.5097 -6.9622 4.1374
H 1.1481 -4.7167 5.9657
H 2.5998 -3.7171 5.9194
H 2.7270 -5.4004 5.5311
H 0.6928 -2.4281 4.2346
H 1.6834 -2.5148 2.7673
H 2.4491 -2.1731 4.3123
H 3.9063 -6.3651 3.6050
H 3.4520 -8.0789 3.5373
H 2.8044 -7.0926 4.8056
H 3.0057 -7.0463 1.0802
H 1.2516 -7.1808 0.9481
H 2.1648 -8.4869 1.6973
H -1.2837 -4.2404 4.6929
H -2.1997 -5.0648 3.4167
H -1.0365 -3.8250 2.9914
H -0.0215 -7.1100 5.1043
H -0.2455 -7.7843 3.4808
H -1.5887 -7.0187 4.2957
O -1.3210 3.4764 -3.2448
P -1.6029 4.8837 -2.8187
N -3.3114 4.9194 -2.9633
C -4.0948 6.0594 -3.3846
C -4.0437 4.0302 -2.0727
N -0.8178 5.6431 -4.1919
C -1.5719 5.9978 -5.3785
C 0.4293 4.9818 -4.5596
N -1.3968 6.2833 -1.9112
C -1.8238 6.2352 -0.5122
C -0.8402 7.5629 -2.3304
H -4.0655 6.9090 -2.6843
H -5.1386 5.7560 -3.4755
H -3.8069 6.4129 -4.3683
H -4.2371 4.4857 -1.0907
H -3.4826 3.1088 -1.9159
H -5.0029 3.7505 -2.5136
H -2.1933 5.1751 -5.7599
H -0.8813 6.2985 -6.1688
H -2.2008 6.8718 -5.2029
H 0.2691 4.0783 -5.1588
H 0.9947 4.6937 -3.6729
H 1.0497 5.6760 -5.1336
H -2.7792 6.7515 -0.3670
H -1.0820 6.6917 0.1449
H -1.9458 5.2031 -0.1792
H -1.5617 8.1261 -2.9272
H 0.0773 7.4543 -2.8967
H -0.5977 8.1575 -1.4465
*
```

---

(7)
Here is a cluster of 2 separate species, C4H8O2 in total at a distorted geometry from OMol25. Energies are from the ωB97M-V functional and the def2-TZVPD basis.

Properties
HOMO-LUMO gap: 9.635 eV
maximum force: 0.0522 Eh/bohr
energy above the lowest of the compared OMol25 structures with the same formula, charge and spin: 66.5 kcal per mole
HOMO energy: -8.923 eV
energy: -307.6064 hartree
LUMO level: 0.7 eV

```
! wB97M-V def2-TZVPD RIJCOSX def2/J DEFGRID3
* xyz 0 1
C 1.7178 0.8699 -0.2763
C 1.2976 1.6811 0.7125
O 2.2517 2.4209 1.4455
H 0.9146 0.4792 -0.9129
H 2.7661 0.6718 -0.4838
H 0.2602 1.9751 0.8642
H 1.6921 2.7025 2.1834
C -0.5711 -1.7448 -0.1361
C -1.8422 -1.3311 -0.3703
O -2.4590 -1.7766 -1.5306
H -0.0239 -1.2538 0.6614
H -0.1648 -2.4962 -0.8228
H -2.3896 -0.5598 0.1725
H -3.4496 -1.6381 -1.5068
*
```

---

(8)
Here is an isolated molecule of C4H7F at a distorted geometry from OMol25. Energies are from the ωB97M-V functional and the def2-TZVPD basis.

Properties
HOMO-LUMO gap: 10.614 eV
maximum force: 0.0871 Eh/bohr
energy above the lowest of the compared OMol25 structures with the same formula, charge and spin: 68.4 kcal per mole
HOMO energy: -9.666 eV
energy: -256.3348 hartree
LUMO level: 0.9 eV

```
! wB97M-V def2-TZVPD RIJCOSX def2/J DEFGRID3
* xyz 0 1
C 0.8075 1.1164 -0.9920
C -0.6692 1.0333 -0.1808
C -0.8906 -0.1155 0.4343
C -0.1968 -1.4282 0.4950
F -1.7898 -0.3360 1.5683
H 1.5730 1.5968 -0.1824
H 1.1534 1.6965 -2.1304
H 1.1622 0.0811 -1.0111
H -1.2901 1.6959 0.2877
H -0.7563 -2.4410 0.5999
H 0.6341 -1.5322 -0.4580
H 0.2626 -1.3672 1.5694
*
```